Computed, not measured: one molecule with the formula C17H18N4O2S2, with ωB97M-V/def2-TZVPD.

## Properties
HOMO energy   -8.88 eV
LUMO energy   0.52 eV
Kohn-Sham gap   9.4 eV
E   -1824.42106 hartree
ΔE to the lowest compared entry with this formula, charge and spin   59.2 kcal/mol

Each line ends with the Mulliken charge.
Atoms and positions in Å:
O: -0.08945 -5.51774 0.57068  -0.6060
O: -1.03845 -2.51212 -2.19464  -0.5778
N: -2.13509 1.87289 4.49334  -0.5311
N: 2.27586 1.32459 -4.67891  -0.4492
S: 0.29777 -0.54239 2.04092  -0.1526
S: 0.98643 0.24038 -1.57228  -0.0952
C: -0.30229 -4.38685 0.26255  0.1015
C: -0.95915 -2.87944 -1.03817  -0.0251
C: -2.16930 2.26093 5.76745  -0.1690
C: 2.36500 2.30593 -5.51274  -0.2482
C: -0.94380 1.22558 4.10384  0.7011
C: 1.06358 1.03916 -4.15306  0.0199
C: -1.02004 2.09940 6.64901  -0.2938
C: 1.29612 3.12838 -5.82385  -0.2154
C: 0.17329 1.03983 4.95377  -0.5078
C: -0.05210 1.82265 -4.38994  -0.4033
C: 0.15665 1.39158 6.26165  -0.5546
C: 0.02123 2.80954 -5.36131  -0.6144
N: -1.31790 -4.11843 -0.56571  -0.1364
N: 0.49496 -3.29547 0.63013  -0.1588
C: -0.93372 0.61049 2.73772  -0.4527
C: 0.91576 -0.22727 -3.35812  -0.2697
C: -0.73608 -1.12490 0.68029  -1.2705
C: 1.22303 -1.45966 -0.83622  -1.5351
C: 0.04097 -2.09446 -0.08395  1.3192
H: -2.96618 2.90705 6.17660  0.3491
H: 3.33707 2.37959 -6.09402  0.3159
H: -1.03621 2.59399 7.62841  0.3248
H: 1.18954 4.03999 -6.41992  0.2960
H: 0.92676 0.35715 4.74265  0.3413
H: -0.89817 1.47910 -3.88593  0.4712
H: 1.06760 1.39840 6.82127  0.4041
H: -0.74790 3.48365 -5.60413  0.4079
H: -1.61146 -4.80163 -1.22855  0.3762
H: 1.06789 -3.18872 1.43383  0.2522
H: -1.87757 -0.01517 2.66697  0.2178
H: -0.90102 1.41119 1.97918  0.2604
H: 0.05737 -0.91921 -3.69709  0.3830
H: 1.77035 -0.84748 -3.75405  0.3614
H: -1.56200 -1.55149 1.16135  0.7877
H: -1.05123 -0.16656 0.10219  0.4988
H: 1.98283 -1.35565 -0.07096  0.5903
H: 1.63903 -2.21681 -1.54028  0.4870

Forces on the atoms, in the same order (eV/Å):
O 0.72 -1.63 1.05
O -1.13 -0.32 0.71
N 2.20 -1.27 -0.28
N -0.79 -2.15 0.96
S 0.94 0.35 1.31
S 0.23 -1.98 -0.67
C 2.64 -1.88 2.92
C 1.58 2.33 -3.25
C 2.93 0.43 1.12
C 1.60 1.46 -2.04
C -0.26 0.04 1.71
C 0.21 0.49 -0.26
C -0.09 -0.17 -0.14
C -2.10 0.66 -0.70
C -2.26 -0.70 -0.98
C 0.84 -0.53 -1.06
C -2.75 3.13 0.55
C 1.88 -0.06 1.77
N -0.67 3.48 -0.52
N -1.88 0.78 -1.65
C -1.71 -0.28 -1.30
C 0.48 -1.52 -1.14
C -0.05 3.48 0.65
C 0.07 -0.21 -0.32
C -0.72 -2.22 -1.71
H 0.04 -0.74 -0.67
H -1.05 0.31 1.08
H -0.26 -0.38 -0.35
H 1.42 -0.49 -0.32
H 1.51 -0.78 -1.48
H -1.70 -0.06 0.44
H 0.09 -0.40 0.69
H -1.20 0.38 -0.24
H -0.18 -0.57 -0.27
H 0.19 -0.70 0.72
H 0.73 1.20 -0.10
H -0.72 -0.15 0.33
H 0.64 1.69 1.02
H -0.24 0.59 1.28
H -1.52 -0.78 0.37
H 0.46 -1.98 0.53
H 0.28 0.27 0.14
H -0.41 0.87 0.12



Computed, not measured: C17H19BCaN6O2 as an isolated structure, with ωB97M-V/def2-TZVPD.

## Properties
HOMO energy   -8.61 eV
LUMO energy   -1.37 eV
Kohn-Sham gap   7.2 eV
E   -1840.65563 hartree
ΔE to the lowest compared entry with this formula, charge and spin   93.9 kcal/mol

Each line ends with the Mulliken charge.
Atoms and positions in Å:
H: 0.66905 -2.85750 -0.56565  0.4977
N: -1.05115 -1.64517 -0.52252  -0.0841
B: -3.40867 -0.73109 -0.58686  -0.1272
N: -2.40386 -1.91907 -0.58865  -0.0873
C: -2.59964 -3.24284 -0.72107  -0.1330
Ca: -0.11454 0.73801 -0.62907  1.8267
H: -3.60540 -3.63497 -0.79736  0.4402
C: -1.35005 -3.86348 -0.73729  -1.1897
H: -1.14163 -4.90997 -0.83735  0.3867
C: -0.40926 -2.81901 -0.60165  -0.1885
H: -4.53258 -1.11474 -0.70873  -0.1311
C: 0.75743 2.52394 -1.04199  -1.2512
H: 1.78863 2.84084 -1.15771  0.4657
H: 0.47966 2.63770 0.02850  0.3301
H: 0.11012 3.09291 -1.71950  0.4980
N: -2.97678 0.18898 -1.75952  0.1693
N: -3.21442 0.07275 0.72667  0.0478
N: -1.67517 0.74893 -1.81957  -0.6622
N: -1.98796 0.64854 1.01436  -0.2243
C: -3.65783 0.52751 -2.85674  -0.0559
C: -4.09090 0.33107 1.71473  -0.1425
H: -4.67038 0.17225 -2.97351  0.4691
H: -5.10662 -0.03278 1.64230  0.4353
C: -2.85750 1.31945 -3.67094  -1.2139
C: -3.43236 1.07734 2.69176  -1.1469
C: -1.64006 1.44040 -3.00775  -0.0972
C: -2.11371 1.23587 2.21762  -0.2195
H: -3.11686 1.75118 -4.61451  0.4199
H: -3.84415 1.45036 3.60900  0.3829
H: -0.74180 1.98360 -3.29236  0.4734
H: -1.27244 1.72664 2.68761  0.4995
H: 0.99383 1.04121 -1.73388  0.2657
O: 1.33012 0.65846 1.39178  -0.8140
C: 2.17798 -0.03647 0.74162  1.0833
O: 1.93176 -0.63878 -0.36065  -0.9200
C: 3.59895 -0.09476 1.25080  0.1141
C: 4.54785 -0.88841 0.58910  -0.2440
C: 5.89054 -0.86348 0.97769  -0.5432
C: 6.29810 -0.04175 2.04035  -0.3311
C: 5.34935 0.74056 2.71828  -0.5601
C: 4.00632 0.70482 2.32966  -0.2715
H: 4.21405 -1.50957 -0.24312  0.3687
H: 6.61571 -1.48244 0.44650  0.3633
H: 7.34735 -0.01192 2.33790  0.3662
H: 5.65500 1.38046 3.54820  0.3619
H: 3.25395 1.30441 2.84354  0.3729

Forces on the atoms, in the same order (eV/Å):
H -0.08 0.10 0.01
N -0.39 -0.59 -0.11
B 1.07 -0.21 0.54
N 1.14 0.23 -0.03
C 0.70 -0.01 0.01
Ca -3.35 -9.22 10.31
H 0.19 -0.03 0.02
C -0.25 0.39 0.06
H -0.03 -0.19 0.02
C -1.41 0.27 -0.08
H -0.11 0.07 -0.08
C 4.28 2.40 -3.61
H -0.10 0.49 0.08
H 0.27 -0.58 -0.64
H 0.15 -0.36 0.24
N 1.77 1.18 -0.80
N 0.91 0.78 0.24
N -6.41 0.24 -4.82
N -0.91 0.03 0.59
C 0.49 -0.01 0.41
C 0.74 0.30 0.16
H 0.05 0.09 -0.10
H 0.14 0.06 0.11
C 0.16 0.08 -0.08
C 0.03 -0.24 -0.34
C -0.74 -0.98 1.22
C -0.96 -0.63 -0.85
H -0.11 0.07 -0.22
H -0.06 0.00 0.14
H -0.35 -0.22 -0.08
H -0.04 -0.06 -0.13
H 3.53 5.90 -1.58
O 0.54 -0.40 -1.04
C -0.32 0.14 0.01
O -0.32 0.94 0.48
C 0.52 -0.03 0.16
C 0.03 0.17 0.12
C -0.20 0.20 0.26
C -0.45 -0.01 -0.13
C -0.02 -0.27 -0.26
C 0.08 -0.12 -0.17
H 0.12 0.20 0.24
H -0.18 0.19 0.19
H -0.29 -0.01 -0.08
H -0.06 -0.21 -0.24
H 0.23 -0.16 -0.15